# C32H61AlBCl6CsF2N2O15PRbSi2

A structure of composition C32H61AlBCl6CsF2N2O15PRbSi2 (ωB97M-V/def2-TZVPD, the OMol25 dataset).

Results
Multiplicity: 1
E: -6686.09208 hartree
Net charge: +2

Each line ends with the Löwdin charge.
CARTESIAN COORDINATES (ANGSTROEM)
Cs: -3.401 -0.685 2.702  1.1115
Rb: -0.919 -3.798 1.996  1.0829
Cl: 0.867 -3.815 -3.650  0.5339
Cl: -1.903 -3.315 -4.292  0.5350
Cl: 2.905 -7.425 3.997  0.5090
Cl: 0.149 -1.516 -5.225  0.5224
Cl: 1.040 -5.672 5.422  0.4751
Cl: -0.086 -4.161 -6.351  0.5850
P: -4.237 6.729 -7.366  0.7639
Si: -2.396 5.752 -6.556  0.4011
Si: -0.551 5.624 -4.326  0.5665
Al: -2.092 6.710 -9.594  0.7233
F: -0.833 -6.424 -13.164  0.0825
F: 10.279 -0.416 10.278  -0.1458
O: 4.527 -4.780 7.795  0.1438
O: 7.169 -1.280 8.421  0.2792
O: 6.355 -1.816 10.562  0.2547
O: 2.928 -2.309 7.795  0.1345
O: -2.953 -5.992 -12.510  0.1328
O: 1.112 -6.158 -8.983  -0.1504
O: 4.766 -1.459 8.758  0.2373
O: 0.977 0.470 4.134  -0.1113
O: 7.935 -0.732 11.750  0.2104
O: 8.939 -0.080 8.983  0.2225
O: -3.613 7.239 -8.680  -0.6709
O: -2.762 -6.293 -10.308  0.0644
O: 6.054 -3.430 8.757  0.2501
O: -2.021 6.100 -5.039  -0.3850
O: -4.799 -5.958 -11.206  0.1836
N: 0.812 1.489 4.933  -0.1345
N: 0.300 3.369 -5.777  -0.0510
C: 4.881 -3.719 8.224  -0.3786
C: 1.370 2.000 7.311  -0.1274
C: 7.969 -0.746 9.288  -0.2861
C: 7.452 -1.084 10.731  -0.3592
C: -0.524 -2.077 0.407  -0.4436
C: -0.835 4.591 -2.797  -0.2617
C: 2.600 3.062 5.403  -0.0142
C: 1.908 1.775 5.892  -0.4893
C: -2.840 -1.187 -0.497  -0.2784
C: -0.587 1.683 5.310  -0.5180
C: -1.350 1.888 4.012  -0.0890
C: 0.158 2.942 7.422  -0.1517
C: -1.565 -2.067 -0.756  -0.1804
C: -3.629 -6.075 -11.328  -0.5539
C: -3.179 -0.401 -1.759  -0.1900
C: -1.456 -6.508 -10.864  -0.0494
C: -3.856 3.127 -0.823  -0.1855
C: 2.945 0.667 5.952  -0.0279
C: -0.723 2.945 6.161  -0.1308
C: -2.407 3.525 -1.136  -0.2025
C: -0.238 -3.207 -4.886  -2.0529
C: -1.196 0.483 6.045  -0.0100
C: -4.248 0.682 -1.537  -0.1710
C: 1.567 -7.182 -8.095  -0.1351
C: 0.476 -0.922 0.393  -0.2079
C: -3.977 1.655 -0.374  -0.2044
C: 2.454 -6.743 5.563  -0.9826
C: 0.632 4.802 -5.521  -0.3521
C: -0.120 0.428 0.008  -0.0718
C: 4.037 -2.420 8.227  -0.3896
C: -1.579 -5.823 -12.210  -0.3149
C: -2.285 4.478 -2.334  -0.2599
B: 6.080 -2.007 9.139  -0.8487
H: 0.909 -0.829 1.390  0.1158
H: -2.249 0.683 6.262  0.0894
H: 1.166 2.843 -5.764  0.0654
H: 3.422 3.328 6.068  0.0926
H: -1.961 4.001 -0.264  0.1226
H: -1.769 3.095 6.435  0.1203
H: 3.730 0.963 6.647  0.0987
H: 3.007 2.914 4.402  0.0870
H: -1.320 0.962 3.444  -0.0332
H: -4.366 1.231 -2.469  0.1127
H: 3.406 0.491 4.982  0.0852
H: -2.943 4.106 -3.119  0.1003
H: -5.265 5.817 -7.616  0.0138
H: -2.399 2.151 4.212  0.0838
H: -2.271 0.073 -2.124  0.1058
H: -0.251 5.068 -2.009  0.0854
H: -1.073 -1.701 -1.649  0.0959
H: 2.182 2.374 7.932  0.1283
H: 2.198 -7.549 6.239  0.0347
H: -1.933 -3.079 -0.925  0.1046
H: -4.482 3.294 -1.697  0.1056
H: 0.815 5.362 -6.440  0.0712
H: -2.657 5.439 -1.981  0.1206
H: -3.029 1.418 0.109  0.0681
H: 1.210 -5.315 -8.533  0.0319
H: 1.105 1.030 7.739  0.1118
H: -1.279 -7.578 -10.977  0.1491
H: -2.525 4.290 -6.718  0.0052
H: 1.302 -1.124 -0.284  0.1269
H: 0.490 3.960 7.624  0.1114
H: -2.587 -0.541 0.336  -0.0672
H: 0.099 6.873 -3.880  0.0195
H: 1.590 4.829 -4.999  0.0850
H: 3.279 -6.157 5.954  0.0152
H: 0.643 1.191 0.123  0.0966
H: -0.702 0.270 6.989  0.0895
H: -0.458 3.807 5.542  0.1149
H: -0.003 3.274 -6.739  0.0500
H: 0.091 -3.007 0.358  0.0279
H: -3.571 -1.114 -2.481  0.1143
H: -0.434 2.647 8.289  0.1120
H: 2.519 -0.272 6.307  0.0748
H: -4.247 3.741 -0.015  0.1129
H: -1.346 -4.757 -12.200  0.1709
H: -1.825 2.620 -1.329  0.0944
H: -0.930 2.680 3.392  0.0991
H: -1.134 -0.420 5.429  0.0622
H: -1.070 -2.138 1.395  -0.1227
H: -1.569 6.369 -7.665  -0.1585
H: 2.617 -7.036 -7.835  0.0815
H: -4.771 7.705 -6.521  0.0179
H: -0.688 -6.084 -10.227  0.1041
H: -0.396 3.607 -2.962  0.0742
H: 1.910 3.907 5.366  0.0761
H: -3.712 -1.796 -0.200  0.1134
H: -4.801 1.581 0.336  0.1025
H: 1.458 -8.131 -8.610  0.0846
H: -0.466 0.416 -1.020  0.0670
H: -0.930 0.719 0.676  0.0562
H: 0.971 -7.203 -7.179  0.0680
H: -5.196 0.169 -1.376  0.1144

# C32H61BGeN10O3RbSSe

A structure of composition C32H61BGeN10O3RbSSe (ωB97M-V/def2-TZVPD, the OMol25 dataset).

Results
Energy above the lowest of the compared OMol25 structures with the same formula, charge and spin: 0.000 eV
Multiplicity: 1
Net charge: -1

Each line ends with the Löwdin charge.
CARTESIAN COORDINATES (ANGSTROEM)
Rb: -0.030 -0.557 -0.042  0.7306
Se: 0.133 -2.371 3.065  0.8188
Ge: -1.270 -2.773 6.005  0.7426
S: -3.393 -3.454 0.777  0.4451
O: 0.325 -1.196 -2.636  -0.0821
O: -2.868 0.453 -0.242  -0.2340
O: 1.407 -2.919 0.002  -0.1270
N: 2.506 1.016 0.377  0.0744
N: 0.629 3.105 1.183  0.0189
N: -0.219 2.067 1.371  0.0629
N: 2.543 2.220 -0.238  0.0129
N: 0.981 -5.002 -0.749  0.1804
N: -1.422 -5.471 0.911  -0.0146
N: -0.291 -1.501 -4.824  -0.1556
N: 1.375 0.035 -4.219  -0.1104
N: 0.495 3.231 -1.370  0.0309
N: -0.127 2.091 -1.750  0.0982
C: 4.027 3.606 -1.687  -0.0310
C: -2.233 -4.632 0.855  -0.9909
C: -1.376 -2.327 -4.313  -0.0517
C: 1.574 -3.798 -0.834  -0.5835
C: -1.801 1.387 -3.404  -0.0238
C: 4.467 1.242 -0.690  -0.0122
C: 0.365 -3.694 6.576  -0.2315
C: -3.201 1.846 -0.137  -0.1870
C: -5.031 0.685 -1.122  -0.1621
C: 1.582 5.062 2.428  -0.0365
C: 0.587 5.668 -1.963  -0.0335
C: 0.474 -0.898 -3.814  -0.5334
C: 2.511 -3.591 -2.009  -0.0041
C: -0.671 2.160 2.609  -0.3587
C: -1.172 -0.903 6.583  -0.2244
C: 3.713 2.382 -0.892  -0.3105
C: -0.116 3.283 3.250  0.0039
C: 0.448 -2.173 -5.883  -0.0677
C: -1.489 -2.802 4.060  -0.6133
C: -0.791 3.775 -3.075  -0.0034
C: 0.713 3.853 2.306  -0.2851
C: 0.857 -4.167 2.984  -0.3963
C: -2.816 -3.642 6.856  -0.2280
C: -0.909 2.406 -2.773  -0.3693
C: -4.716 1.944 -0.316  -0.1534
C: 0.108 4.265 -2.148  -0.2899
C: -1.604 1.126 3.154  -0.0328
C: -4.049 -0.304 -0.516  -0.2362
C: 3.661 0.421 0.120  -0.3623
C: 2.305 0.558 -3.223  -0.0237
C: 3.962 -0.934 0.672  -0.0288
C: 1.267 0.761 -5.467  -0.0668
B: 1.415 3.277 -0.121  -0.5227
H: 4.063 4.497 -1.056  0.0755
H: -2.009 -2.616 -5.153  0.0879
H: 1.328 5.820 1.685  0.0685
H: -4.807 0.839 -2.180  0.1030
H: -1.056 0.362 3.712  0.0423
H: 1.070 -4.537 3.985  0.0010
H: 2.637 -2.522 -2.158  0.0628
H: -5.013 2.867 -0.815  0.1079
H: 3.481 -4.042 -1.787  0.0837
H: -2.069 -0.360 6.280  0.0144
H: -1.305 4.336 -3.839  0.0972
H: 2.635 4.812 2.291  0.0806
H: 0.214 -5.153 -0.081  0.0389
H: 0.161 6.303 -2.740  0.0736
H: 5.458 1.041 -1.067  0.0996
H: -3.746 -3.153 6.560  0.0137
H: -5.221 1.902 0.652  0.1105
H: 0.792 -3.164 -5.558  0.0903
H: -2.740 -3.602 7.944  0.0087
H: 2.126 -4.045 -2.923  0.0708
H: -1.011 -3.228 -3.808  0.0948
H: -1.972 -1.764 -3.599  0.0825
H: 0.151 -4.809 2.464  -0.0160
H: -2.226 -2.056 3.759  0.0046
H: 1.213 -3.345 5.986  0.0035
H: 1.318 -1.595 -6.186  0.0712
H: 1.054 -5.641 -1.520  0.0953
H: 1.460 5.498 3.420  0.0724
H: 1.778 -4.099 2.409  0.0124
H: -1.864 -3.752 3.677  0.0085
H: 1.674 5.737 -2.018  0.0658
H: 1.931 4.364 -0.108  0.1059
H: -1.919 0.542 -2.726  0.0640
H: 4.034 -1.684 -0.118  0.0621
H: -3.778 -1.133 -1.169  0.0944
H: -4.437 -0.736 0.413  0.0932
H: -2.661 2.388 -0.914  0.1023
H: -2.333 1.567 3.836  0.0801
H: -2.858 2.224 0.826  0.1020
H: 2.638 1.542 -3.551  0.0887
H: -2.876 -4.688 6.555  0.0139
H: 2.156 0.629 -6.093  0.0872
H: 1.149 1.828 -5.254  0.0891
H: 3.166 -1.250 1.345  0.0663
H: -2.791 1.807 -3.600  0.0793
H: -0.286 3.627 4.258  0.0973
H: 0.566 -3.482 7.627  0.0123
H: -2.141 0.630 2.342  0.0652
H: 0.286 6.067 -0.992  0.0780
H: -0.199 -2.306 -6.752  0.0881
H: 3.267 3.783 -2.452  0.0701
H: 4.907 -0.934 1.221  0.0741
H: -1.413 1.019 -4.357  0.0630
H: 0.271 -4.774 6.456  0.0167
H: -0.309 -0.411 6.132  0.0154
H: 4.992 3.492 -2.181  0.0755
H: -6.067 0.359 -1.032  0.1092
H: 1.802 0.681 -2.268  0.0550
H: 3.178 -0.087 -3.114  0.0932
H: 0.393 0.429 -6.022  0.0801
H: -1.079 -0.836 7.668  0.0116